# 1
Computed, not measured: C44H60N5O4PPtSSi as an isolated structure, with ωB97M-V/def2-TZVPD.

```
! wB97M-V def2-TZVPD RIJCOSX def2/J DEFGRID3
* xyz 0 1
Pt -0.5373 0.3459 -1.1098
C 4.4228 -0.1314 -1.8170
C 3.3157 -0.4248 -0.8050
C 3.8496 -0.2649 0.6186
C 2.8180 -1.8583 -1.0026
O 2.2057 0.4414 -1.0029
Si 2.1959 2.0841 -1.0240
S 0.1818 2.6820 -1.1266
O 2.9669 2.5301 0.3377
C 3.2127 3.7798 0.9477
C 1.9060 4.3385 1.5138
C 4.2083 3.5051 2.0840
C 3.8084 4.7729 -0.0473
O 3.0951 2.7130 -2.2282
C 2.8470 3.0093 -3.5935
C 1.9506 1.9528 -4.2381
C 2.1859 4.3871 -3.6929
C 4.2271 3.0333 -4.2618
H 5.2635 -0.8028 -1.6548
H 4.7593 0.8951 -1.7142
H 4.0484 -0.2771 -2.8273
H 4.5807 -1.0378 0.8467
H 3.0215 -0.3326 1.3192
H 4.3074 0.7106 0.7331
H 3.6293 -2.5691 -0.8483
H 2.4278 -1.9754 -2.0106
H 2.0197 -2.0554 -0.2926
H 1.4856 3.6313 2.2219
H 1.1920 4.4721 0.7059
H 2.0808 5.2902 2.0090
H 3.8370 2.6935 2.7063
H 4.3391 4.3950 2.6948
H 5.1730 3.2124 1.6755
H 3.0677 5.0132 -0.8028
H 4.6715 4.3336 -0.5399
H 4.1105 5.6821 0.4666
H 0.9679 1.9607 -3.7698
H 2.3838 0.9653 -4.1039
H 1.8370 2.1476 -5.3017
H 1.2542 4.3838 -3.1330
H 1.9791 4.6299 -4.7318
H 2.8432 5.1462 -3.2757
H 4.6846 2.0483 -4.2086
H 4.8686 3.7374 -3.7370
H 4.1436 3.3333 -5.3025
C 0.7050 1.7871 5.2666
N -0.0886 1.3653 4.1363
N 0.3083 0.2481 3.4022
C -0.0950 0.4118 2.0705
O 0.0700 -0.4510 1.2086
C -0.7107 1.7010 2.0158
C -0.6472 2.2563 3.2536
C -1.1197 3.5876 3.7166
C 0.4413 -1.0011 4.0225
C 1.1743 -2.0013 3.3906
C 1.2798 -3.2501 3.9724
C 0.6786 -3.5107 5.1920
C -0.0608 -2.5200 5.8166
C -0.1969 -1.2740 5.2321
H 1.1055 0.9153 5.7791
H 0.0708 2.3405 5.9584
H 1.5394 2.4310 4.9687
H -1.1367 2.1035 1.1146
H -1.6527 4.0786 2.9074
H -0.2848 4.2219 4.0173
H -1.7893 3.4785 4.5701
H 1.6350 -1.7997 2.4370
H 1.8410 -4.0260 3.4700
H 0.7716 -4.4865 5.6466
H -0.5500 -2.7215 6.7594
H -0.8205 -0.5228 5.6946
N -2.5502 0.6732 -1.5518
P -3.2781 -0.6770 -1.3217
C -2.9899 -1.4420 0.3305
C -2.6325 -2.7368 0.6722
C -2.4409 -3.0758 2.0024
C -2.5920 -2.1296 2.9992
C -2.9313 -0.8276 2.6634
C -3.1311 -0.4912 1.3395
C -5.0865 -0.4245 -1.2668
C -5.9555 -1.4748 -1.0175
C -7.3168 -1.2435 -0.9611
C -7.8067 0.0410 -1.1498
C -6.9379 1.0899 -1.4020
C -5.5743 0.8598 -1.4620
C -3.1595 -1.9579 -2.6550
C -2.7835 -1.3857 -3.8672
C -2.6623 -2.1583 -5.0068
C -2.9021 -3.5225 -4.9440
C -3.2673 -4.0999 -3.7402
C -3.4192 -3.3225 -2.6041
H -2.5047 -3.4891 -0.0874
H -2.1795 -4.0900 2.2708
H -2.4429 -2.4074 4.0324
H -3.0402 -0.0788 3.4355
H -3.3951 0.5187 1.0531
H -5.5595 -2.4706 -0.8742
H -7.9975 -2.0584 -0.7616
H -8.8700 0.2206 -1.0927
H -7.3275 2.0887 -1.5416
H -4.8616 1.6481 -1.6613
H -2.5751 -0.3230 -3.8780
H -2.3726 -1.7035 -5.9431
H -2.8088 -4.1370 -5.8287
H -3.4424 -5.1667 -3.6913
H -3.7458 -3.7920 -1.6887
C 0.2108 -4.3667 0.0924
N -0.0428 -3.9633 -1.2731
C 0.3665 -4.8856 -2.3116
C -0.1680 -2.7046 -1.5938
N -0.3341 -1.6275 -1.9969
H -0.3294 -5.2965 0.2922
H -0.1368 -3.5905 0.7699
H 1.2794 -4.5320 0.2676
H -0.1640 -5.8297 -2.1795
H 1.4468 -5.0748 -2.2773
H 0.1062 -4.4706 -3.2833
*
```

Summary:
* Kohn-Sham gap: 7.0 eV
* E_HOMO: -0.251 hartree
* M: 1009.2 g mol⁻¹
* electronic energy: -93494.017 eV


# 2
Computed, not measured: C5H13N3O3P as an isolated structure, with ωB97M-V/def2-TZVPD.

```
! wB97M-V def2-TZVPD RIJCOSX def2/J DEFGRID3
* xyz -1 1
C 1.2020 0.7777 1.7439
C -0.0981 -1.4229 -0.7173
C -0.6336 0.5007 -2.3624
C -1.0551 -0.4935 -1.3561
C -0.5834 1.6151 0.5445
N 2.5689 0.3718 1.6336
N 0.6474 0.9901 2.9388
N 0.6754 1.2336 0.6332
O -3.1996 1.6479 1.1408
O -1.8424 -0.3451 1.9749
O -1.6679 1.7950 3.1592
P -1.8961 1.2989 1.7541
H 0.2854 -1.2482 0.3202
H 0.7434 -1.5042 -1.3272
H -0.3991 -2.5579 -0.5746
H 0.3541 0.8279 -1.9871
H -0.6766 -0.0053 -3.4330
H -1.3799 1.3796 -2.5023
H -1.9085 -0.4569 -0.7869
H -0.7836 2.4961 -0.2551
H 2.8083 -0.4762 2.1250
H 2.6900 0.4083 0.6444
H 1.2585 0.8456 3.6860
H -0.4274 1.4950 3.0438
H -2.2735 -0.7740 1.1505
*
```

Summary:
* relative energy (zero: lowest compared OMol25 entry of this formula, charge and spin): 379.0 kJ/mol
* Kohn-Sham gap (alpha / beta): 7.5 / 6.1 eV
* E_HOMO (alpha / beta): -0.148 / -0.094 hartree
* M: 194.2 g mol⁻¹
* electronic energy: -25297.870 eV


# 3
Computed, not measured: C7H11N as an isolated structure, with ωB97M-V/def2-TZVPD.

```
! wB97M-V def2-TZVPD RIJCOSX def2/J DEFGRID3
* xyz 0 1
C 1.6968 -0.4608 0.1029
C 0.4149 0.0701 -0.1782
C -0.1412 1.3540 -0.2335
C -1.5664 0.8830 -0.2827
C -1.4657 -0.5608 -1.0648
C -0.7791 -0.8903 0.0441
C -1.7617 -0.0120 0.9497
H 3.7538 -0.2131 -0.9432
H 3.4454 0.6839 1.0845
H 1.7429 -0.8360 1.3278
H 2.0556 -1.3380 -0.6058
H 0.0653 2.4696 -0.0751
H -2.3499 1.4418 -0.7515
H -1.0809 -0.4535 -2.2280
H -2.4392 -0.9804 -0.8381
H -0.0799 -1.8495 0.6531
H -1.5213 0.3504 1.9956
H -2.8702 -0.0513 1.2134
N 2.8808 0.3930 -0.1703
*
```

Summary:
* relative energy (zero: lowest compared OMol25 entry of this formula, charge and spin): 985.2 kJ/mol
* Kohn-Sham gap: 8.6 eV
* E_HOMO: -0.299 hartree
* M: 109.2 g mol⁻¹
* electronic energy: -8917.517 eV


# 4
Computed, not measured: one molecule with the formula O2, with ωB97M-V/def2-TZVPD.

```
! wB97M-V def2-TZVPD RIJCOSX def2/J DEFGRID3
* xyz 0 1
O 0.0000 0.0000 0.7380
O 0.0000 0.0000 -0.7380
*
```

Summary:
* relative energy (zero: lowest compared OMol25 entry of this formula, charge and spin): 180.5 kJ/mol
* Kohn-Sham gap: 7.7 eV
* E_HOMO: -0.432 hartree
* M: 32.0 g mol⁻¹
* electronic energy: -4087.908 eV


# 5
Computed, not measured: a 3-piece molecular cluster, C18H36INO8S overall, with ωB97M-V/def2-TZVPD.

```
! wB97M-V def2-TZVPD RIJCOSX def2/J DEFGRID3
* xyz 0 1
O 1.5223 1.1379 1.8979
C 1.4461 2.1436 1.0202
I 2.4573 2.1147 -0.9461
C 0.5155 3.4774 1.4093
C -0.9192 3.2821 0.6403
C -1.7404 4.5822 0.0718
O -1.4513 5.8855 0.0213
N -3.0654 3.9364 -0.3856
C -3.2021 2.4737 0.0868
C -2.1658 2.5240 1.3988
S -1.8628 0.9187 2.3212
H 0.4271 3.5614 2.5752
H 1.1234 4.4299 1.0350
H -0.6223 2.6893 -0.3336
H -3.7042 4.3844 0.3103
H -4.2791 2.0911 0.3465
H -2.5899 1.7681 -0.6327
H -2.7165 3.2368 2.1781
H -0.8319 1.0667 3.2633
C 5.9725 0.5725 0.2184
O 6.5156 0.7463 -1.0811
C 7.8990 1.0781 -1.0772
C 8.6912 0.2010 -2.0653
O 8.7628 -1.1941 -1.7472
C 7.5476 -1.9424 -1.8159
C 6.9269 -2.0676 -3.2200
O 6.4017 -0.8187 -3.6670
C 6.7249 -0.5107 -5.0134
H 5.6629 1.5397 0.6243
H 5.0913 -0.0698 0.1343
H 6.6780 0.0813 0.9001
H 8.3411 0.9840 -0.0780
H 7.9850 2.1199 -1.3905
H 9.7284 0.5558 -2.0546
H 8.3478 0.3419 -3.0891
H 6.8242 -1.5765 -1.0969
H 7.8085 -2.9561 -1.4905
H 6.0858 -2.7760 -3.1835
H 7.6733 -2.4624 -3.9137
H 7.7380 -0.8275 -5.2772
H 6.6778 0.5779 -5.1270
H 5.9953 -0.9665 -5.6852
C -8.4056 -0.3361 0.5034
O -7.2011 -0.5562 1.2207
C -7.4073 -0.8504 2.5973
C -6.5978 -2.0854 3.0365
O -6.9876 -3.3322 2.4482
C -6.7633 -3.4907 1.0461
C -5.2864 -3.4924 0.6090
O -4.7049 -2.1967 0.7450
C -3.4133 -2.2075 1.3313
H -8.7124 0.7089 0.6039
H -8.2137 -0.5441 -0.5531
H -9.2119 -1.0034 0.8325
H -8.4668 -1.0136 2.8281
H -7.0634 0.0127 3.1699
H -6.7552 -2.2100 4.1142
H -5.5274 -1.9251 2.9170
H -7.3418 -2.7734 0.4760
H -7.1723 -4.4758 0.7931
H -5.2228 -3.7637 -0.4554
H -4.7378 -4.2427 1.1838
H -3.3272 -2.9545 2.1256
H -3.2433 -1.2235 1.7818
H -2.6569 -2.3782 0.5632
*
```

Summary:
* Kohn-Sham gap: 8.8 eV
* E_HOMO: -0.334 hartree
* M: 553.5 g mol⁻¹
* electronic energy: -56047.180 eV


# 6
Computed, not measured: C4H5N3O as an isolated structure, with ωB97M-V/def2-TZVPD.

```
! wB97M-V def2-TZVPD RIJCOSX def2/J DEFGRID3
* xyz 0 1
C -1.0108 2.0556 -0.7971
C 0.3058 1.8356 -1.1328
C 0.7262 -0.3395 0.2074
C -0.5800 -1.6841 0.9643
H -1.3152 1.3380 0.0013
H -1.3759 2.8849 -1.3346
H 0.7508 2.3357 -2.0932
H -1.2356 -1.9903 1.7866
H 1.1330 -2.9494 1.3069
N -0.5718 -0.4767 0.5308
N 0.5410 -2.3370 0.7523
N 1.4393 -1.6138 0.0343
O 1.1932 0.9411 -0.2261
*
```

Summary:
* relative energy (zero: lowest compared OMol25 entry of this formula, charge and spin): 488.5 kJ/mol
* Kohn-Sham gap: 10.1 eV
* E_HOMO: -0.343 hartree
* M: 111.1 g mol⁻¹
* electronic energy: -10742.552 eV


# 7
Computed, not measured: C22H53BF4N5O6Rb as an isolated structure, with ωB97M-V/def2-TZVPD.

```
! wB97M-V def2-TZVPD RIJCOSX def2/J DEFGRID3
* xyz 1 2
Rb 12.1742 19.9807 10.1842
B 15.0003 21.8814 9.0228
F 15.3566 21.2230 10.2337
F 15.1734 23.2584 9.0381
F 15.7978 21.3993 8.0450
F 13.7371 21.5840 8.5972
C 12.9584 23.2994 11.9223
O 12.5926 21.9145 12.2101
C 12.8847 21.5273 13.5448
C 11.9981 20.3941 13.9799
N 12.2166 19.1661 13.2386
C 10.9819 18.3919 13.0091
C 11.3471 17.0538 12.4290
O 11.9474 16.9995 11.1180
C 12.4683 15.7007 10.8182
H 14.0483 23.3084 11.9320
H 12.4157 24.0831 12.4508
H 12.6667 23.5290 10.8975
H 12.7121 22.3601 14.2266
H 13.9198 21.2109 13.6734
H 10.9874 20.7882 13.8739
H 12.0442 20.1327 15.0371
H 12.8883 18.5835 13.7176
H 10.2065 18.9154 12.4499
H 10.5629 18.1695 13.9905
H 10.4193 16.4932 12.3152
H 11.9276 16.5253 13.1851
H 13.3307 15.6365 11.4817
H 12.8335 15.5472 9.8027
H 11.7171 14.9952 11.1735
C 7.9338 12.8637 6.4747
O 8.1952 13.3890 7.7792
C 9.4780 13.9334 7.9418
C 9.7214 15.3403 7.1512
N 10.9909 15.9602 7.4933
C 11.4408 16.9779 6.5701
C 12.9551 17.1944 6.7194
O 13.1859 17.8188 8.0850
C 14.5439 18.2361 8.1941
H 8.1008 13.6041 5.6924
H 6.9025 12.5126 6.4413
H 8.5772 12.0028 6.2925
H 10.2572 13.1929 7.7614
H 9.6337 14.0806 9.0106
H 8.8679 16.0177 7.1804
H 9.7668 14.9976 6.1175
H 10.9609 16.3403 8.4286
H 10.9011 17.9136 6.7162
H 11.2779 16.6883 5.5320
H 13.2613 17.9487 5.9945
H 13.5603 16.3104 6.5186
H 14.4949 18.5361 9.2408
H 14.8395 19.0538 7.5366
H 15.1860 17.3676 8.0478
C 9.5134 22.3588 5.5045
C 9.2699 21.3165 6.5654
C 10.2969 21.5235 7.6395
C 10.0319 22.7307 8.5691
C 8.6350 22.6289 9.1450
C 7.4822 22.3823 8.0956
N 7.9346 21.2267 7.2062
O 6.9568 20.9236 6.3416
C 6.1905 21.9723 8.9175
C 7.2659 23.6730 7.2758
C 9.5607 19.9464 5.8427
H 8.6302 22.5190 4.8860
H 10.3486 22.1124 4.8490
H 9.7326 23.3291 5.9502
H 10.3921 20.5881 8.1909
H 11.3309 21.6494 7.3183
H 10.0180 23.6224 7.9423
H 10.7938 22.8821 9.3337
H 8.4292 23.6480 9.4722
H 8.6504 21.9186 9.9717
H 5.7410 22.9159 9.2267
H 5.3786 21.5000 8.3646
H 6.4694 21.3031 9.7315
H 7.1009 23.4525 6.2212
H 6.4701 24.2805 7.7068
H 8.1950 24.2381 7.2005
H 10.5830 19.8829 5.4702
H 8.8639 19.8116 5.0154
H 9.3566 19.0094 6.3609
H 6.8906 21.6741 5.7466
C 8.3801 18.6429 10.1204
O 9.5737 18.9560 10.1280
N 7.8329 18.0903 11.2019
N 7.4794 18.8432 9.1638
H 6.8764 17.7800 11.1072
H 8.5540 17.9301 11.8907
H 6.6119 18.3543 9.3329
H 7.6606 19.2474 8.2561
*
```

Summary:
* expectation value of S²: 0.7542
* Kohn-Sham gap (alpha / beta): 8.3 / 3.3 eV
* E_HOMO (alpha / beta): -0.408 / -0.408 hartree
* M: 656.0 g mol⁻¹
* electronic energy: -55605.870 eV


# 8
Computed, not measured: C15H9Cl5N2Pd as an isolated structure, with ωB97M-V/def2-TZVPD.

```
! wB97M-V def2-TZVPD RIJCOSX def2/J DEFGRID3
* xyz 0 3
Pd 0.0448 -0.3024 -0.5730
Cl -0.8626 -1.6608 2.4049
C -0.7154 0.0845 2.3997
C -0.3896 0.7066 1.2072
C -0.2608 2.0850 1.2474
Cl 0.1829 2.9052 -0.2219
C -0.4578 2.8291 2.4051
Cl -0.2908 4.5390 2.4072
C -0.7980 2.1631 3.5860
Cl -1.0526 3.0571 5.0326
C -0.9271 0.7766 3.5887
Cl -1.3410 -0.0470 5.0415
C 4.6040 -0.9391 -1.8451
C 3.8928 0.1213 -2.3901
C 2.5462 0.2849 -2.0907
C 1.9112 -0.6158 -1.2410
C 2.6239 -1.6843 -0.7024
C 3.9710 -1.8409 -1.0014
H 5.6534 -1.0625 -2.0798
H 4.3877 0.8240 -3.0489
H 2.0008 1.1204 -2.5160
H 2.1354 -2.3975 -0.0460
H 4.5274 -2.6678 -0.5778
N -2.9920 -1.1280 -0.1480
C -4.2398 -1.2051 -0.6369
C -4.1769 -0.8287 -1.9590
C -2.8230 -0.5448 -2.1835
N -2.1164 -0.7273 -1.0767
H -2.6527 -1.3482 0.7780
H -5.0629 -1.5140 -0.0167
H -4.9891 -0.7683 -2.6600
H -2.3330 -0.2143 -3.0836
*
```

Summary:
* relative energy (zero: lowest compared OMol25 entry of this formula, charge and spin): 0.0 kJ/mol
* expectation value of S²: 2.0043
* Kohn-Sham gap (alpha / beta): 8.2 / 7.5 eV
* E_HOMO (alpha / beta): -0.286 / -0.327 hartree
* M: 500.9 g mol⁻¹
* electronic energy: -84770.517 eV